No. 1
{
  "formula": "C36H35F5N9OSSnTe",
  "method": "wB97M-V/def2-TZVPD",
  "homo_lumo_gap_ev": [6.377, 6.978],
  "s_squared": 0.790,
  "energy_ev": -90905.240,
  "de_lowest_kcal_mol": 0.00,
  "multiplicity": 2,
  "elements": ["Sn", "C", "C", "C", "C", "C", "C", "C", "N", "N", "C", "C", "C", "C", "C", "C", "N", "C", "C", "C", "C", "C", "C", "N", "H", "H", "H", "H", "H", "H", "H", "H", "H", "H", "H", "H", "H", "H", "H", "H", "H", "H", "H", "H", "C", "N", "C", "C", "N", "C", "C", "C", "C", "C", "C", "N", "C", "N", "C", "C", "C", "C", "C", "C", "N", "H", "H", "H", "H", "H", "H", "H", "H", "H", "H", "H", "H", "H", "H", "H", "S", "C", "F", "Te", "F", "F", "F", "F", "O"],
  "xyz": [[0.56437, 0.65957, 0.72405], [-1.55048, 3.00328, -1.19638], [-2.55161, 1.86398, -0.95885], [-2.03592, 0.51386, -1.37658], [-2.16210, 0.18401, -2.81289], [-2.17739, -0.97043, -3.48753], [-2.29347, -2.43520, -3.07569], [-1.00413, -1.46961, -0.95434], [-1.43539, -0.19082, -0.48908], [-0.49188, 3.08341, -0.17628], [0.65363, 3.82597, -0.71358], [1.90777, 3.67778, 0.10923], [2.90437, 4.64406, 0.06145], [4.06884, 4.44689, 0.78025], [4.20667, 3.29689, 1.54584], [3.16725, 2.38978, 1.54800], [2.04843, 2.58194, 0.84547], [-0.94310, 3.80654, 1.02891], [-2.10786, 3.27193, 1.79668], [-3.29106, 3.95688, 1.86940], [-4.32823, 3.56086, 2.71693], [-4.08996, 2.46048, 3.55132], [-2.90768, 1.78970, 3.50155], [-1.91340, 2.13170, 2.58531], [-2.09301, 3.95801, -1.24743], [-1.06148, 2.84868, -2.15845], [-3.46518, 2.07890, -1.51776], [-2.81683, 1.80989, 0.09383], [-2.17733, 1.08237, -3.42424], [-2.15349, -0.86336, -4.56880], [-2.95567, -2.87334, -3.82766], [-1.36609, -3.51165, -0.56156], [0.41952, 4.89683, -0.80748], [0.87157, 3.43879, -1.70854], [2.76382, 5.52954, -0.54424], [4.86182, 5.18233, 0.74610], [5.09777, 3.10341, 2.12526], [3.21735, 1.46965, 2.12259], [-1.20051, 4.83650, 0.74244], [-0.08748, 3.85713, 1.70894], [-3.39361, 4.84317, 1.25611], [-5.26003, 4.10466, 2.75193], [-4.83827, 2.12116, 4.25435], [-2.67303, 0.93495, 4.11438], [-1.24720, -3.28990, 2.37041], [-2.09149, -2.20355, 1.88167], [-2.79393, -2.43654, 0.63685], [-1.96441, -2.60033, -0.64067], [0.00320, -1.58223, -1.69831], [0.12902, -2.76991, -2.43384], [1.33618, -3.45354, -2.51809], [1.43915, -4.56417, -3.33741], [0.35080, -4.98464, -4.09344], [-0.84612, -4.28996, -4.01927], [-0.97137, -3.18115, -3.19203], [-2.89081, -2.71687, -1.77160], [0.21953, -2.97568, 2.27578], [0.81396, -2.50112, 1.22018], [2.13505, -2.28039, 1.60728], [3.20368, -1.72697, 0.89064], [4.40877, -1.59733, 1.55998], [4.56420, -1.99870, 2.89662], [3.51464, -2.53934, 3.61349], [2.30349, -2.66499, 2.94346], [1.06167, -3.12336, 3.34148], [-1.48220, -3.52322, 3.41420], [-1.45206, -4.19380, 1.79014], [-1.56617, -1.33895, 1.85589], [-3.39470, -3.34462, 0.73407], [-3.49655, -1.60865, 0.49957], [2.17994, -3.10164, -1.94061], [2.37786, -5.09978, -3.39609], [0.43705, -5.84691, -4.74125], [-1.69823, -4.61316, -4.60620], [-3.70129, -2.12420, -1.62123], [3.08546, -1.37823, -0.15333], [5.25808, -1.17088, 1.03986], [5.52634, -1.87680, 3.37805], [3.63178, -2.83812, 4.64732], [0.78239, -3.37067, 4.27392], [-0.24308, 0.34687, 3.63018], [-0.76241, 1.39644, 2.44364], [2.76420, -0.69468, -1.49865], [2.17106, 0.60198, -2.76881], [3.57212, -0.07094, -3.78626], [1.14285, -0.46196, -3.90532], [1.97000, 1.94618, -4.05895], [3.45676, 1.75252, -2.01873], [0.83531, 1.16276, -1.71761]],
  "forces_ev_per_angstrom": [[0.203, 0.395, -0.010], [0.090, -0.086, -0.007], [-0.049, -0.008, 0.068], [0.066, 0.088, -0.035], [0.025, -0.008, -0.011], [-0.005, -0.045, -0.001], [-0.028, -0.064, 0.035], [-0.473, -0.157, 0.314], [0.018, -0.514, -0.300], [0.019, -0.080, 0.060], [-0.002, -0.056, -0.077], [-0.026, 0.129, -0.023], [0.010, 0.003, -0.023], [-0.015, -0.029, 0.003], [-0.013, 0.021, -0.021], [0.027, -0.015, 0.009], [0.011, 0.040, 0.147], [0.026, 0.032, -0.005], [-0.010, 0.032, -0.026], [-0.005, -0.004, -0.009], [0.003, -0.009, 0.004], [0.005, 0.014, 0.001], [-0.006, -0.009, 0.007], [-0.006, 0.029, 0.008], [-0.015, -0.006, 0.010], [0.002, 0.012, 0.002], [0.026, 0.038, -0.028], [-0.051, -0.010, -0.010], [-0.007, 0.003, 0.005], [0.004, -0.006, -0.001], [-0.018, -0.004, 0.016], [0.003, -0.009, -0.078], [-0.024, -0.004, -0.005], [0.005, -0.008, 0.014], [0.006, 0.001, 0.001], [0.000, 0.000, 0.001], [0.001, 0.003, -0.002], [0.010, -0.013, -0.026], [0.005, 0.001, -0.002], [0.002, -0.026, 0.001], [-0.005, -0.001, 0.000], [0.001, 0.002, 0.002], [-0.001, 0.003, 0.001], [0.004, -0.007, -0.011], [0.066, 0.107, -0.108], [0.061, -0.215, -0.028], [0.010, 0.051, -0.003], [0.010, 0.132, -0.010], [0.055, 0.008, 0.023], [0.022, -0.030, 0.048], [0.025, -0.007, 0.043], [-0.033, -0.003, -0.014], [0.018, 0.008, 0.009], [-0.003, 0.015, -0.023], [-0.014, -0.020, -0.097], [-0.038, 0.038, 0.082], [-0.033, -0.022, 0.035], [0.042, 0.006, 0.036], [0.086, -0.094, -0.004], [-0.061, -0.044, -0.210], [-0.044, -0.006, 0.029], [0.040, 0.040, -0.013], [-0.019, 0.003, 0.037], [-0.015, 0.021, -0.031], [-0.005, -0.004, 0.028], [-0.031, 0.025, 0.002], [0.010, -0.026, 0.036], [-0.076, 0.046, 0.048], [-0.044, 0.028, 0.020], [0.006, 0.004, -0.006], [-0.003, 0.000, 0.011], [0.002, 0.002, -0.002], [0.000, -0.002, 0.002], [-0.002, -0.002, 0.003], [0.005, 0.013, -0.027], [0.253, -0.805, 1.759], [-0.001, -0.009, -0.007], [0.000, -0.008, -0.002], [0.000, -0.007, -0.002], [0.003, -0.004, 0.000], [-0.035, -0.044, 0.042], [0.097, -0.058, 0.040], [-0.420, 0.752, -1.892], [0.038, 0.298, 0.076], [0.082, 0.090, 0.022], [0.075, -0.138, 0.109], [-0.005, -0.033, -0.013], [0.038, -0.093, 0.101], [0.027, 0.318, -0.146]]
}

=====

No. 2
{
  "formula": "C36H35InN5O9S2Se",
  "method": "wB97M-V/def2-TZVPD",
  "total_charge": -1,
  "homo_lumo_gap_ev": 6.907,
  "energy_ev": -155964.896,
  "de_lowest_kcal_mol": 111.68,
  "elements": ["In", "C", "C", "C", "C", "C", "C", "C", "C", "C", "C", "C", "C", "H", "H", "H", "H", "H", "H", "H", "H", "H", "H", "H", "H", "H", "H", "H", "H", "H", "H", "O", "S", "O", "N", "C", "C", "C", "C", "C", "C", "C", "C", "N", "C", "C", "C", "C", "C", "C", "C", "H", "H", "H", "H", "H", "H", "H", "H", "H", "H", "H", "O", "Se", "O", "O", "O", "O", "S", "O", "O", "C", "N", "C", "C", "C", "N", "C", "C", "C", "N", "C", "C", "H", "H", "H", "H", "H", "H"],
  "xyz": [[0.65115, 0.63402, 0.30362], [0.42112, -0.64724, 4.59660], [-0.65342, -0.06654, 3.71139], [-0.77080, 1.32133, 3.59463], [0.31067, 2.18330, 4.19808], [-1.88508, 1.88416, 2.95973], [-2.03296, 3.38740, 2.96712], [-2.87218, 1.05248, 2.41842], [-4.13315, 1.62100, 1.81067], [-2.70499, -0.33806, 2.46006], [-3.78416, -1.24376, 1.90944], [-1.56915, -0.89440, 3.05700], [-1.31525, -2.38389, 2.99817], [0.55233, -0.02307, 5.47926], [1.37832, -0.69854, 4.07483], [0.15504, -1.64604, 4.93525], [0.14229, 2.32857, 5.26910], [0.35168, 3.16470, 3.73377], [1.28315, 1.71499, 4.05559], [-2.18355, 3.74346, 3.98877], [-2.87248, 3.72704, 2.37053], [-1.13751, 3.86853, 2.57465], [-4.90011, 1.75280, 2.57868], [-4.53248, 0.96871, 1.03943], [-3.96481, 2.58641, 1.34170], [-3.68684, -1.35651, 0.82598], [-4.77210, -0.84010, 2.11866], [-3.73894, -2.23089, 2.36167], [-1.75626, -2.90765, 3.85117], [-0.24442, -2.57717, 2.98902], [-1.73042, -2.81023, 2.08641], [1.79218, -2.78344, 1.15591], [1.98184, -2.99954, -0.43353], [3.34030, -3.09963, -0.84666], [0.99489, -2.03230, -1.11419], [0.73211, -2.16759, -2.47806], [0.99275, -3.31556, -3.20832], [0.53337, -3.47898, -4.52279], [-0.19030, -2.49788, -5.13536], [-0.39831, -1.27259, -4.46928], [-1.06448, -0.19166, -5.08741], [-1.14880, 1.00450, -4.43603], [-0.56271, 1.11616, -3.16338], [-0.00409, 0.11841, -2.52484], [0.08708, -1.08010, -3.14767], [1.31615, -4.65007, -0.26541], [-0.02445, -4.78203, 0.05785], [-0.54996, -6.05104, 0.23103], [0.26359, -7.16431, 0.06706], [1.60142, -7.01703, -0.27095], [2.13916, -5.74918, -0.43250], [1.56348, -4.10794, -2.74761], [0.74527, -4.40601, -5.03906], [-0.58570, -2.62182, -6.13489], [-1.48265, -0.32407, -6.07745], [-1.64335, 1.85738, -4.87916], [-0.56585, 2.07434, -2.65824], [-0.63012, -3.89411, 0.18076], [-1.59012, -6.16811, 0.50067], [-0.15027, -8.15306, 0.21232], [2.22706, -7.88926, -0.39888], [3.18089, -5.59589, -0.67893], [4.61598, -1.28485, 1.89947], [3.38950, -0.40304, 1.45972], [3.25692, -0.02822, -0.07432], [1.85102, -1.48165, 1.79109], [2.97886, 0.76784, 2.44233], [-7.46790, 2.79412, -3.78079], [-7.54937, 4.15602, -4.27485], [-7.28660, 4.29935, -5.69840], [-8.67027, 4.92334, -3.76331], [-6.08098, 4.98529, -3.56070], [-5.90601, 6.28461, -3.79314], [-4.78873, 6.82549, -3.34290], [-3.81742, 6.09870, -2.66387], [-4.09528, 4.75222, -2.46007], [-5.22723, 4.21405, -2.90900], [-3.19093, 3.81317, -1.75626], [-2.06130, 4.21950, -1.04818], [-1.30048, 3.25768, -0.40890], [-1.59036, 1.96288, -0.43070], [-2.65267, 1.57159, -1.12924], [-3.48070, 2.44790, -1.80294], [-4.65889, 7.88580, -3.53768], [-2.90271, 6.56543, -2.32660], [-1.76962, 5.25930, -1.00186], [-0.40436, 3.52366, 0.14707], [-2.83330, 0.50219, -1.14234], [-4.34649, 2.12190, -2.36273]],
  "forces_ev_per_angstrom": [[-0.399, -0.006, -0.310], [0.019, 0.036, -0.215], [-0.075, 0.056, -0.037], [-0.038, -0.050, 0.061], [-0.082, -0.052, -0.067], [-0.007, -0.018, 0.048], [-0.008, -0.142, -0.074], [0.005, -0.077, 0.016], [0.158, 0.018, 0.023], [0.026, 0.035, 0.013], [0.143, 0.092, 0.040], [-0.003, 0.024, 0.008], [0.003, 0.149, 0.036], [0.048, -0.008, 0.022], [0.061, -0.026, 0.113], [0.037, -0.028, -0.009], [0.061, 0.037, 0.030], [0.010, 0.035, 0.036], [0.038, 0.036, 0.074], [0.046, 0.083, -0.003], [-0.015, 0.042, 0.031], [-0.008, 0.090, 0.021], [-0.078, 0.015, -0.052], [-0.073, 0.005, -0.007], [-0.033, 0.018, -0.028], [-0.106, -0.069, -0.038], [-0.040, -0.017, -0.049], [-0.010, -0.040, -0.039], [0.014, -0.080, -0.019], [-0.006, -0.081, 0.036], [-0.018, -0.042, 0.021], [0.460, 0.438, 0.374], [-1.152, 0.074, -0.062], [0.229, 0.056, -0.059], [0.657, -0.236, 0.902], [-0.041, -0.399, -0.452], [0.016, 0.389, 0.322], [-0.100, 0.005, -0.171], [0.064, -0.098, -0.038], [0.067, 0.052, 0.241], [0.011, 0.151, 0.150], [0.021, -0.081, -0.247], [0.102, -0.052, -0.017], [0.017, 0.248, 0.282], [-0.028, -0.155, -0.284], [0.028, 0.178, 0.001], [-0.072, 0.025, -0.001], [0.005, 0.080, -0.015], [0.015, -0.019, 0.002], [-0.047, -0.016, 0.015], [0.135, 0.097, -0.038], [-0.032, -0.136, -0.091], [-0.005, -0.016, -0.009], [0.032, -0.031, -0.034], [-0.015, 0.002, -0.008], [0.002, 0.026, 0.003], [-0.002, 0.006, -0.043], [-0.044, -0.006, 0.000], [-0.033, -0.017, -0.011], [0.003, -0.032, -0.025], [0.031, -0.010, 0.001], [0.026, -0.039, -0.002], [0.845, -0.871, 0.152], [0.655, -0.609, 0.921], [-0.344, 0.105, -1.464], [-0.079, -0.058, -0.844], [-0.729, 0.781, 0.759], [0.033, 0.147, -0.012], [-0.102, -0.038, -0.041], [-0.038, 0.042, 0.117], [0.155, -0.001, -0.062], [-0.034, -0.264, -0.111], [-0.193, 0.228, -0.090], [0.042, -0.086, 0.051], [0.018, -0.153, 0.058], [-0.273, 0.421, -0.224], [0.224, -0.138, 0.159], [0.159, -0.235, 0.087], [-0.118, -0.017, -0.150], [0.034, 0.000, 0.103], [-0.054, 0.040, -0.041], [-0.175, -0.013, 0.123], [0.049, 0.135, 0.067], [0.054, -0.002, 0.023], [-0.009, 0.019, -0.011], [-0.011, 0.012, 0.071], [-0.024, 0.112, 0.000], [-0.074, -0.014, -0.043], [-0.036, -0.067, 0.032]]
}